Record 1
{"formula": "C3H12ClN2O3P2", "method": "the ωB97M-V functional and the def2-TZVPD basis", "symbols": ["N", "P", "O", "O", "P", "Cl", "H", "H", "H", "H", "H", "C", "C", "O", "N", "C", "H", "H", "H", "H", "H", "H", "H"], "coordinates": [[-0.590, 0.693, 4.210], [-1.348, 0.367, 2.857], [-1.292, -1.279, 2.588], [-0.629, 1.187, 1.589], [-3.455, 0.892, 3.118], [-4.596, -0.578, 2.168], [0.155, 1.359, 3.985], [-1.447, -1.645, 3.475], [-0.478, 0.574, 0.829], [-3.820, 2.143, 2.559], [-3.724, 0.810, 4.519], [0.721, 0.661, -3.079], [0.804, -0.528, -2.158], [-0.154, -0.902, -1.484], [1.983, -1.191, -2.089], [3.217, -0.907, -2.800], [-0.279, 1.084, -3.028], [1.438, 1.425, -2.774], [0.915, 0.354, -4.108], [1.967, -1.975, -1.455], [3.487, -1.780, -3.397], [4.007, -0.718, -2.072], [3.118, -0.045, -3.453]], "forces_ev_per_angstrom": [[-2.05, 0.21, -1.86], [5.64, -0.50, 0.47], [-1.22, 2.92, -0.18], [-2.18, -2.47, 1.14], [-1.51, -1.73, -0.92], [0.84, 1.59, 0.97], [-0.05, -0.08, 0.46], [0.33, -0.42, -0.02], [-0.05, 0.37, -0.02], [0.18, -0.29, 0.35], [0.09, 0.22, -0.68], [-0.12, 0.03, 0.03], [0.16, -0.26, 0.09], [-0.10, 0.29, 0.35], [-0.38, 0.37, -0.09], [0.02, -0.39, 0.27], [0.02, -0.11, 0.05], [0.06, -0.02, -0.17], [0.11, 0.12, 0.01], [0.04, -0.04, -0.04], [0.13, 0.14, -0.09], [0.10, 0.07, -0.17], [-0.07, -0.03, 0.05]], "total_energy_ev": -43521.768, "homo_lumo_gap_ev": 6.70, "total_charge": 1, "de_lowest_kcal_mol": 31.94, "homo_energy_ev": -12.0}



Record 2
{"formula": "C3H12ClNOSi3", "method": "the ωB97M-V functional and the def2-TZVPD basis", "symbols": ["C", "Si", "Si", "Cl", "H", "H", "H", "H", "H", "C", "N", "Si", "C", "O", "H", "H", "H", "H", "H", "H", "H"], "coordinates": [[1.205, -1.171, -0.014], [-0.293, -1.645, 0.850], [-1.475, -1.155, 2.701], [-1.847, -2.829, 0.055], [1.664, -1.668, -0.858], [1.900, -0.610, 0.628], [-0.947, 0.070, 3.259], [-1.338, -2.306, 3.441], [-2.759, -0.770, 2.099], [-0.920, 0.402, -1.425], [0.365, 0.990, -1.338], [0.800, 2.165, -0.059], [1.080, 0.806, -2.414], [0.688, 0.169, -3.392], [-1.484, 0.511, -0.527], [-1.572, 1.107, -2.006], [-0.884, -0.624, -1.735], [-0.078, 1.862, 1.046], [0.846, 3.530, -0.794], [2.105, 2.041, 0.383], [1.902, 1.406, -2.532]], "forces_ev_per_angstrom": [[-1.58, -1.25, 2.50], [2.11, -0.18, -2.04], [-0.05, 2.34, -1.36], [0.63, 0.03, -0.28], [-0.30, 0.12, -0.20], [-0.26, -0.18, -0.27], [0.29, 0.35, 0.71], [-0.18, -1.74, 1.45], [-0.31, -0.31, 0.25], [-2.11, 1.62, -0.25], [-0.15, 1.21, 2.38], [-1.01, 0.56, -2.47], [-1.59, -0.96, -3.23], [0.48, -0.26, 0.54], [0.07, -0.44, 1.46], [0.51, -1.15, -0.69], [-0.28, -0.17, -0.52], [-0.61, 0.27, 0.32], [-0.53, -0.76, 0.88], [2.00, -0.49, 0.63], [2.86, 1.37, 0.18]], "total_energy_ev": -42996.099, "homo_lumo_gap_ev": 8.31, "de_lowest_kcal_mol": 6.44, "homo_energy_ev": -8.2}



Record 3
{"formula": "C3H12F2O4V", "method": "the ωB97M-V functional and the def2-TZVPD basis", "symbols": ["O", "V", "F", "F", "C", "O", "H", "H", "H", "H", "C", "O", "H", "H", "H", "H", "C", "O", "H", "H", "H", "H"], "coordinates": [[2.152, -1.328, -2.153], [1.489, -2.227, -1.031], [0.271, -2.737, -2.067], [0.449, -1.133, -0.650], [-0.554, 1.194, -0.278], [-1.056, 0.937, -1.542], [-0.549, 0.310, 0.360], [0.494, 1.459, -0.424], [-1.082, 1.931, 0.327], [-1.035, 1.780, -2.001], [-2.166, -0.476, 1.229], [-1.227, -1.136, 0.329], [-2.586, -1.314, 1.787], [-1.664, 0.163, 1.956], [-3.050, -0.026, 0.777], [-0.468, -1.341, 0.879], [2.053, 0.795, 0.440], [0.976, 0.157, 1.080], [2.750, 1.402, 1.018], [2.620, 0.301, -0.350], [1.582, 1.648, -0.049], [0.599, -0.360, 0.365]], "forces_ev_per_angstrom": [[2.01, -1.27, 1.26], [7.19, -3.22, -5.20], [-2.13, -3.45, -1.70], [-3.68, 5.07, 0.34], [0.05, 1.11, 0.45], [-1.35, 0.02, -1.05], [-1.56, 2.90, -2.17], [-2.24, 0.65, -0.36], [-0.22, 0.67, -0.29], [-0.14, -0.13, -0.33], [-0.49, -2.38, 1.03], [-4.41, -0.95, 2.48], [-0.28, 0.11, 0.50], [-0.07, 0.27, -0.32], [0.74, 0.29, -0.70], [-0.96, -0.52, 0.69], [0.86, 2.15, 0.07], [4.35, -0.39, 3.58], [0.14, -1.03, 1.16], [-0.17, -0.69, 0.21], [1.50, 0.12, -0.30], [0.84, 0.68, 0.65]], "total_energy_ev": -42609.565, "s2": 0.763, "homo_lumo_gap_ev": [7.40, 7.19], "multiplicity": 2, "homo_energy_ev": [-8.7, -8.7]}



Record 4
{"formula": "C3H12InN6O3", "method": "the ωB97M-V functional and the def2-TZVPD basis", "symbols": ["In", "C", "O", "N", "N", "H", "H", "H", "H", "C", "O", "N", "N", "H", "H", "H", "H", "C", "O", "N", "N", "H", "H", "H", "H"], "coordinates": [[-6.210, 18.862, 9.300], [-6.863, 19.904, 11.961], [-7.069, 19.323, 10.905], [-7.628, 19.969, 13.012], [-5.784, 20.508, 12.230], [-7.311, 20.182, 13.947], [-8.460, 19.400, 12.958], [-5.397, 20.182, 13.105], [-5.099, 20.528, 11.489], [-5.929, 16.206, 8.587], [-5.506, 17.068, 9.284], [-5.305, 15.118, 8.493], [-7.016, 16.242, 7.863], [-4.437, 15.282, 8.982], [-5.427, 14.485, 7.715], [-7.691, 16.943, 7.592], [-7.278, 15.319, 7.547], [-4.782, 21.232, 8.220], [-5.186, 20.163, 8.595], [-3.526, 21.401, 7.864], [-5.502, 22.320, 8.209], [-2.708, 20.826, 8.010], [-3.309, 22.303, 7.466], [-6.348, 22.139, 8.729], [-5.148, 23.198, 7.858]], "forces_ev_per_angstrom": [[-1.64, -2.79, 0.41], [-1.33, 0.89, 4.59], [-3.37, -1.22, -1.83], [-3.54, -2.34, -0.34], [6.21, 1.66, -0.61], [0.04, 0.56, -0.14], [-0.37, 0.05, 0.46], [0.54, 0.91, 0.35], [0.42, 0.27, 0.31], [-4.20, -3.91, -4.87], [2.74, 5.84, 4.60], [3.28, -2.30, 0.76], [-2.53, -0.22, -1.31], [0.72, -1.69, -0.18], [0.40, -0.32, 0.28], [0.23, 0.29, 0.33], [-0.54, 0.18, -0.41], [4.65, 5.87, -2.29], [0.21, -2.46, 0.32], [1.01, 0.38, -0.72], [-1.79, -0.80, 0.51], [-0.44, -0.60, -0.09], [0.36, 0.00, 0.09], [-0.53, 1.51, -0.55], [-0.53, 0.24, 0.33]], "total_energy_ev": -23533.103, "homo_lumo_gap_ev": 8.04, "total_charge": 3, "de_lowest_kcal_mol": 0.00, "homo_energy_ev": -21.2}



Record 5
{"formula": "C3H12N2", "method": "the ωB97M-V functional and the def2-TZVPD basis", "symbols": ["C", "N", "H", "H", "H", "H", "H", "C", "C", "N", "H", "H", "H", "H", "H", "H", "H"], "coordinates": [[1.101, -2.279, 0.540], [0.700, -1.881, -0.813], [0.204, -2.339, 1.160], [1.800, -1.584, 1.005], [1.593, -3.258, 0.533], [1.312, -1.170, -1.208], [0.768, -2.653, -1.465], [-0.812, 2.173, -0.968], [-0.607, 1.846, 0.521], [-0.659, 0.428, 0.752], [-0.248, 3.083, -1.176], [-0.397, 1.388, -1.592], [-1.858, 2.363, -1.206], [0.362, 2.301, 0.772], [-1.343, 2.333, 1.168], [-0.142, -0.137, 0.091], [-0.548, 0.197, 1.727]], "forces_ev_per_angstrom": [[-0.01, -0.47, -0.27], [0.02, 0.37, -0.42], [0.10, -0.08, 0.20], [-0.02, 0.20, -0.09], [-0.04, 0.04, 0.16], [0.24, -0.02, 0.20], [-0.08, -0.15, 0.14], [-0.07, 0.47, 0.68], [0.59, 0.09, -0.42], [-0.97, 0.26, 0.02], [-0.09, 0.14, -0.23], [-0.09, -0.16, -0.08], [-0.06, -0.24, -0.18], [0.09, -0.10, 0.26], [-0.09, 0.10, -0.21], [0.09, -0.11, 0.36], [0.37, -0.35, -0.15]], "total_energy_ev": -6283.836, "s2": 0.750, "homo_lumo_gap_ev": [2.78, 9.20], "multiplicity": 2, "total_charge": -1, "de_lowest_kcal_mol": 14.00, "homo_energy_ev": [1.4, -5.1]}



Record 6
{"formula": "C3H12N2", "method": "the ωB97M-V functional and the def2-TZVPD basis", "symbols": ["N", "C", "N", "H", "H", "H", "H", "H", "H", "C", "C", "H", "H", "H", "H", "H", "H"], "coordinates": [[-0.696, -0.678, -3.212], [-0.552, -0.383, -1.814], [-0.415, -1.743, -1.066], [-1.527, -0.351, -3.680], [-0.509, -1.654, -3.407], [-1.457, 0.048, -1.445], [0.386, 0.314, -1.619], [0.538, -2.105, -0.967], [-0.416, -1.263, -0.172], [1.345, 1.217, 2.387], [-0.199, 0.708, 1.964], [1.814, 1.713, 1.548], [1.251, 1.854, 3.266], [2.043, 0.372, 2.612], [-0.757, 1.610, 2.147], [-0.571, -0.125, 2.553], [-0.279, 0.466, 0.904]], "forces_ev_per_angstrom": [[0.56, 0.16, -0.69], [2.45, -1.61, -0.51], [0.03, 2.49, 0.66], [-0.02, -0.12, 0.27], [-0.24, 0.27, -0.01], [-0.39, 0.52, 0.52], [-1.83, -1.21, -0.23], [0.11, 0.29, -1.13], [-0.67, -0.85, 1.09], [-1.55, -2.20, -0.45], [2.75, 1.05, 0.43], [-0.18, 0.50, -0.08], [0.18, 0.02, -0.19], [-0.79, 0.49, 0.03], [-0.75, 0.07, 0.00], [0.12, 0.08, 0.18], [0.20, 0.06, 0.12]], "total_energy_ev": -6284.446, "homo_lumo_gap_ev": 9.94, "de_lowest_kcal_mol": 26.48, "homo_energy_ev": -9.0}



Record 7
{"formula": "C3H12N2O", "method": "the ωB97M-V functional and the def2-TZVPD basis", "symbols": ["N", "C", "C", "C", "N", "H", "H", "H", "H", "H", "H", "H", "H", "H", "H", "H", "H", "O"], "coordinates": [[-2.888, 0.584, -0.059], [-0.636, -0.211, 0.563], [0.229, 0.696, 1.396], [-0.325, -0.375, -0.907], [0.922, -1.205, -1.167], [-3.554, 1.272, -0.009], [-0.974, -1.056, 1.008], [-1.666, 0.302, 0.446], [0.843, 0.109, 2.154], [0.868, 1.299, 0.852], [-0.356, 1.303, 2.095], [-0.326, 0.552, -1.241], [-1.188, -0.933, -1.275], [1.774, -0.809, -0.670], [1.082, -1.459, -2.144], [-3.251, -0.312, -0.393], [3.621, 0.497, 0.021], [2.661, 0.365, 0.178]], "forces_ev_per_angstrom": [[1.56, -2.75, -1.40], [3.20, 1.37, -0.76], [-0.99, -1.75, 2.77], [1.37, -5.36, 1.59], [-1.08, 0.13, 0.78], [-1.59, 2.13, 0.94], [-0.66, -2.82, 1.58], [-2.68, 1.55, -0.30], [-0.34, 0.40, -1.32], [1.38, 0.98, -1.16], [-0.46, 0.24, -0.21], [0.27, 4.34, -2.30], [0.07, 0.12, -0.56], [-0.49, 0.40, -0.53], [-0.27, 0.56, 0.49], [0.25, 0.48, 0.43], [-0.87, -0.19, 0.08], [1.33, 0.17, -0.12]], "total_energy_ev": -8328.865, "s2": 0.756, "homo_lumo_gap_ev": [7.19, 5.50], "multiplicity": 2, "total_charge": -1, "de_lowest_kcal_mol": 73.18, "homo_energy_ev": [-3.0, -3.0]}



Record 8
{"formula": "C3H12N2O", "method": "the ωB97M-V functional and the def2-TZVPD basis", "symbols": ["C", "C", "N", "C", "N", "H", "H", "H", "H", "H", "H", "H", "H", "H", "H", "O", "H", "H"], "coordinates": [[-0.457, 0.064, 1.008], [-0.590, -0.262, -0.563], [0.777, -0.148, -1.256], [-1.010, -1.758, -0.744], [-0.819, -2.134, -2.182], [-1.331, 0.660, 1.226], [0.610, 0.321, 1.117], [-0.577, -0.911, 1.507], [-1.270, 0.440, -1.060], [0.764, 0.859, -1.410], [1.490, -0.316, -0.552], [-0.314, -2.413, -0.145], [-2.019, -1.932, -0.373], [-0.439, -3.062, -1.979], [0.014, -1.672, -2.533], [1.593, 4.189, 2.335], [2.084, 4.776, 2.908], [1.494, 3.301, 2.697]], "forces_ev_per_angstrom": [[-0.08, -2.04, -2.48], [1.54, -1.68, 1.05], [-1.84, 1.16, 0.68], [1.32, 1.18, -0.60], [-0.32, -1.41, 1.34], [0.58, 0.87, 0.83], [-0.96, 0.95, 0.69], [-0.03, 0.40, 0.13], [0.11, -0.38, 0.03], [0.89, -0.10, -0.32], [0.05, -0.03, -0.09], [-0.58, 0.88, -0.03], [-0.15, -0.03, -0.27], [-0.42, -0.25, -1.23], [-0.10, 0.52, 0.26], [-0.45, -0.13, -0.81], [0.12, -0.36, 0.45], [0.32, 0.48, 0.35]], "total_energy_ev": -8332.154, "homo_lumo_gap_ev": 9.88, "de_lowest_kcal_mol": 26.93, "homo_energy_ev": -9.2}



Record 9
{"formula": "C3H12N2O", "method": "the ωB97M-V functional and the def2-TZVPD basis", "symbols": ["C", "C", "H", "H", "H", "H", "N", "C", "O", "H", "H", "H", "H", "H", "N", "H", "H", "H"], "coordinates": [[1.982, -1.614, 4.099], [2.602, -2.661, 4.559], [2.313, -0.640, 4.095], [0.926, -1.694, 3.851], [3.582, -2.753, 4.773], [2.195, -3.633, 4.506], [0.807, 1.355, -2.123], [0.333, 0.343, -1.208], [-0.729, -0.577, -1.741], [0.359, 2.255, -2.398], [1.730, 1.278, -2.534], [-0.330, 0.812, -0.340], [1.230, -0.116, -0.740], [-0.334, -0.678, -2.638], [-4.175, 2.024, -2.790], [-3.247, 2.222, -3.098], [-4.536, 1.169, -3.294], [-4.709, 2.910, -2.979]], "forces_ev_per_angstrom": [[-2.32, -0.72, 0.19], [-1.27, -0.83, -1.05], [1.26, 1.95, -0.08], [0.10, -0.12, -0.18], [3.32, 0.55, 1.03], [-1.09, -0.83, 0.09], [-0.15, 0.45, -0.57], [-2.68, 1.92, 1.98], [3.01, 1.03, -0.98], [0.09, -1.66, 0.86], [-0.36, -0.27, 0.37], [1.81, -0.63, -1.59], [-0.78, -0.37, -0.60], [-0.94, -0.46, 0.51], [-1.38, 0.11, -0.38], [0.65, -0.20, -0.23], [0.40, 1.79, 0.62], [0.34, -1.70, 0.01]], "total_energy_ev": -8330.997, "homo_lumo_gap_ev": 10.44, "de_lowest_kcal_mol": 53.62, "homo_energy_ev": -9.6}



Record 10
{"formula": "C3H12N2O", "method": "the ωB97M-V functional and the def2-TZVPD basis", "symbols": ["N", "C", "C", "C", "N", "H", "H", "H", "H", "H", "H", "H", "H", "H", "H", "O", "H", "H"], "coordinates": [[1.364, 0.123, -1.177], [0.273, -0.731, -0.628], [-0.759, 0.179, -0.123], [-1.883, -0.256, 0.759], [-2.969, 0.777, 0.866], [1.172, 1.007, -1.626], [1.731, -0.409, -1.951], [0.657, -1.378, 0.162], [-0.185, -1.393, -1.346], [-0.105, 0.942, 0.433], [-1.248, 0.515, -1.038], [-1.457, -0.651, 1.652], [-2.284, -1.276, 0.392], [-3.700, 0.411, 1.507], [-2.739, 1.758, 1.178], [4.455, 0.188, 0.233], [3.616, 0.431, -0.328], [4.061, -0.237, 1.036]], "forces_ev_per_angstrom": [[0.83, -1.60, -0.36], [0.58, -0.20, 0.08], [-0.07, 2.24, 0.58], [-0.91, -1.50, -0.47], [-0.13, -0.50, 0.79], [-1.14, 0.19, 0.43], [0.64, -0.18, -0.09], [0.42, 0.10, 0.06], [0.10, -0.31, -0.65], [-1.48, -0.23, -0.88], [0.15, 1.10, 0.12], [0.32, 0.46, 1.59], [-0.20, 1.80, -0.17], [0.74, 0.55, -0.68], [0.32, -1.86, -0.36], [-2.71, 0.16, -0.53], [2.06, -0.78, 1.61], [0.48, 0.57, -1.08]], "total_energy_ev": -8332.199, "homo_lumo_gap_ev": 10.34, "de_lowest_kcal_mol": 25.91, "homo_energy_ev": -9.4}



Record 11
{"formula": "C3H12N2O", "method": "the ωB97M-V functional and the def2-TZVPD basis", "symbols": ["N", "C", "C", "C", "N", "H", "H", "H", "H", "H", "H", "H", "H", "H", "H", "O", "H", "H"], "coordinates": [[1.314, 0.302, -1.743], [1.272, 0.806, -0.373], [0.375, -0.257, 0.313], [-0.164, 0.316, 1.587], [-1.029, -0.388, 2.502], [1.541, -0.703, -1.806], [2.100, 0.657, -2.257], [0.943, 1.882, -0.261], [2.210, 0.847, 0.138], [-0.351, -0.602, -0.326], [1.038, -1.180, 0.383], [-0.850, 1.123, 1.156], [0.722, 0.846, 1.998], [-1.791, 0.208, 2.578], [-1.267, -1.374, 2.364], [-2.229, -1.132, -1.982], [-1.469, -0.764, -1.516], [-2.365, -0.588, -2.753]], "forces_ev_per_angstrom": [[0.75, -0.13, -0.97], [-1.22, -0.64, -0.04], [2.92, -0.40, 1.39], [-0.65, 1.71, -1.36], [1.76, -1.32, 0.27], [-0.56, 0.52, 0.71], [0.23, 0.82, -0.32], [-0.43, -1.22, -0.66], [1.03, -0.38, 0.32], [-1.89, -0.32, -1.43], [-0.57, 0.97, 0.58], [1.14, -0.39, 0.63], [-0.65, -0.34, 0.74], [-1.98, 0.26, 0.62], [0.26, 0.84, -0.25], [-0.05, -0.41, 0.49], [-0.17, 0.10, -0.41], [0.09, 0.32, -0.31]], "total_energy_ev": -8332.019, "homo_lumo_gap_ev": 10.02, "de_lowest_kcal_mol": 30.05, "homo_energy_ev": -9.0}



Record 12
{"formula": "C3H12N2O2", "method": "the ωB97M-V functional and the def2-TZVPD basis", "symbols": ["C", "C", "N", "C", "N", "H", "H", "H", "H", "H", "H", "H", "H", "H", "H", "O", "H", "H", "O"], "coordinates": [[-1.867, -1.172, -0.628], [-0.682, -1.392, 0.303], [0.371, 0.875, 1.813], [0.992, 0.207, 0.794], [0.464, -0.567, -0.082], [-2.751, -0.780, -0.116], [-1.634, -0.429, -1.390], [-2.237, -2.047, -1.172], [-0.974, -1.171, 1.334], [-0.334, -2.425, 0.295], [-0.637, 0.996, 1.808], [0.851, 1.587, 2.350], [1.937, 0.670, 0.515], [3.199, -3.024, -1.351], [1.861, -2.349, -1.063], [2.309, -3.008, -1.602], [-0.772, 5.105, -0.193], [-1.087, 3.611, -0.474], [-1.488, 4.484, -0.362]], "forces_ev_per_angstrom": [[-0.84, 0.20, -0.46], [-0.03, 0.73, 0.11], [-0.21, -0.60, 0.71], [-0.65, 1.76, -1.16], [0.90, -1.40, 0.58], [0.16, 0.03, 0.19], [0.21, 0.00, 0.04], [0.33, -0.22, 0.16], [-0.12, -0.14, 0.05], [-0.12, -0.17, -0.15], [0.03, -0.16, -0.09], [0.27, 0.03, -0.30], [0.24, -0.31, 0.22], [1.91, 0.14, 0.70], [-0.13, 0.56, 0.20], [-1.91, -0.46, -0.87], [0.22, -0.25, 0.08], [0.25, -0.04, 0.19], [-0.52, 0.29, -0.20]], "total_energy_ev": -10379.293, "s2": 0.751, "homo_lumo_gap_ev": [2.97, 8.75], "multiplicity": 2, "total_charge": -1, "de_lowest_kcal_mol": 12.98, "homo_energy_ev": [0.7, -5.2]}